1.
Entry from OMol25: C26H28Br52N6OS as an isolated structure in a non-equilibrium geometry (ωB97M-V/def2-TZVPD).

## Properties
Strongest force on any atom ... 6.36 eV/A
Gap between HOMO and LUMO ... 8.10 eV
Highest occupied orbital energy ... -8.95 eV
Molar mass ... 4627.63 Da
LUMO energy ... -0.9 eV
Net charge ... 0

Cartesian coordinates (Å):
Br -3.145 -1.050 1.525
C -1.152 -1.062 1.741
C -0.515 0.227 1.063
C -0.590 1.494 2.028
C -1.978 2.257 1.837
N -2.289 2.596 0.549
N -3.456 3.182 0.405
C -4.134 3.399 1.563
C -5.534 4.120 1.387
C -6.577 3.699 2.483
S -6.770 1.879 2.710
C -7.933 1.169 1.510
N -9.303 1.326 1.286
N -9.631 0.498 0.281
C -8.491 -0.200 -0.203
O -7.468 0.245 0.597
N -3.806 3.101 2.847
N -2.666 2.466 2.992
H -0.802 -1.992 1.219
H -0.906 -1.120 2.830
H -1.107 0.374 0.102
H 0.544 0.027 0.732
H -0.457 1.153 3.090
H 0.240 2.189 1.725
H -5.304 5.214 1.572
H -5.893 4.030 0.335
H -6.298 4.137 3.483
H -7.555 4.177 2.203
H -8.477 -0.923 -1.038
C 0.449 -2.310 -1.990
Br -0.082 -0.450 -1.909
Br 1.486 -2.688 -3.580
Br 1.372 -2.866 -0.382
H -0.461 -2.899 -2.055
C -10.791 4.852 3.355
Br -9.882 3.604 2.184
Br -10.489 4.423 5.217
Br -10.333 6.696 2.960
H -11.855 4.743 3.171
C 4.479 -2.725 2.455
Br 5.342 -2.364 0.761
Br 3.358 -1.247 3.014
Br 3.497 -4.389 2.398
H 5.258 -2.834 3.202
C -7.606 1.951 7.572
Br -6.697 2.373 5.914
Br -8.718 3.414 8.184
Br -8.602 0.297 7.440
H -6.840 1.802 8.325
C -3.097 0.804 -4.845
Br -5.012 0.516 -4.829
Br -2.527 1.919 -3.365
Br -2.120 -0.870 -4.916
H -2.865 1.344 -5.757
C 9.413 -3.172 -0.756
Br 11.133 -2.373 -0.368
Br 8.563 -3.883 0.828
Br 8.233 -1.940 -1.676
H 9.593 -4.005 -1.426
C 3.577 -1.249 -6.826
Br 4.510 -0.867 -8.480
Br 2.478 0.239 -6.259
Br 2.557 -2.891 -6.941
H 4.334 -1.397 -6.061
C 8.364 -2.810 -5.497
Br 8.216 -4.737 -5.612
Br 10.192 -2.213 -5.721
Br 7.157 -1.922 -6.726
H 8.059 -2.528 -4.494
C -9.602 -3.385 2.211
Br -9.498 -1.765 1.124
Br -7.933 -4.370 2.194
Br -10.193 -2.997 4.014
H -10.354 -4.029 1.762
C 0.700 5.142 -0.655
Br 0.444 3.238 -0.888
Br 2.575 5.625 -0.691
Br -0.332 6.165 -1.934
H 0.325 5.395 0.331
C 6.883 1.489 1.436
Br 7.390 1.911 3.256
Br 5.445 2.622 0.805
Br 8.406 1.524 0.241
H 6.506 0.470 1.440
C 11.587 1.089 -8.512
Br 9.712 0.657 -8.310
Br 12.197 2.302 -7.132
Br 12.683 -0.504 -8.607
H 11.694 1.606 -9.460
C -14.640 3.727 5.054
Br -13.732 2.489 3.872
Br -14.336 3.296 6.916
Br -14.184 5.569 4.658
H -15.703 3.618 4.871
C 6.902 1.936 -4.955
Br 5.769 1.615 -6.490
Br 6.863 3.789 -4.400
Br 6.479 0.733 -3.500
H 7.921 1.716 -5.260
C 9.881 -1.143 3.651
Br 7.986 -1.536 3.748
Br 10.436 0.048 5.071
Br 10.950 -2.755 3.607
H 10.049 -0.621 2.713
C 7.459 -6.744 3.545
Br 6.422 -7.057 1.941
Br 7.418 -4.881 4.077
Br 6.922 -7.915 4.990
H 8.490 -6.982 3.308
C 0.371 -7.117 -3.927
Br 0.823 -6.793 -2.072
Br -0.983 -5.887 -4.557
Br 1.939 -7.099 -5.062
H -0.052 -8.114 -3.983

These are the Mulliken partial charges, in e, on atoms 1 to 4:
1 Br -0.194
2 C -0.552
3 C -0.456
4 C -0.415

---

2.
Entry from OMol25: one molecule with the formula C2H2O2 in a non-equilibrium geometry (ωB97M-V/def2-TZVPD).

## Properties
Strongest force on any atom ... 1.68 eV/A
Gap between HOMO and LUMO ... 10.61 eV
Highest occupied orbital energy ... -9.55 eV
Molar mass ... 58.04 Da
SMILES string ... O1[C@H]2O[C@@H]12
LUMO energy ... 1.1 eV
Net charge ... 0
Energy relative to the best compared isomer or geometry (same formula, charge and spin) ... 74.4 kcal per mole

Cartesian coordinates (Å):
C -0.596 -0.266 0.233
C 0.593 0.309 -0.181
O 0.561 -1.092 0.096
O -0.510 0.273 -1.087
H -1.383 -0.268 0.943
H 1.335 1.045 -0.003

These are the Mulliken partial charges, in e, on atoms 1 to 4:
1 C 0.087
2 C 0.085
3 O -0.436
4 O -0.436

---

3.
Entry from OMol25: C9H24NaO3 as an isolated structure in a non-equilibrium geometry (ωB97M-V/def2-TZVPD).

## Properties
Strongest force on any atom ... 3.70 eV/A
Gap between HOMO and LUMO ... 8.41 eV
Highest occupied orbital energy ... -12.94 eV
Molar mass ... 203.28 Da
LUMO energy ... -4.5 eV
Net charge ... +1

Cartesian coordinates (Å):
Na 18.163 6.913 11.080
C 14.034 7.719 7.668
C 15.560 7.745 7.625
C 16.210 8.934 8.274
O 15.901 6.611 8.301
H 13.501 8.345 6.952
H 13.659 7.860 8.682
H 13.558 6.759 7.468
H 16.002 7.634 6.635
H 17.299 8.984 8.277
H 15.874 9.069 9.302
H 15.823 9.888 7.916
H 15.550 5.866 7.807
C 17.555 12.146 12.850
C 17.047 11.272 13.998
C 15.475 11.185 14.198
O 17.519 9.935 13.880
H 16.958 11.859 11.985
H 18.628 12.229 12.679
H 17.445 13.211 13.053
H 17.506 11.623 14.922
H 15.093 12.067 13.683
H 15.124 10.903 15.190
H 15.072 10.334 13.650
H 18.376 9.925 14.313
C 23.814 8.603 9.033
C 22.335 8.276 8.753
C 22.247 7.231 7.593
O 21.783 7.778 9.986
H 24.296 9.167 8.234
H 24.387 7.692 9.206
H 23.972 9.266 9.884
H 21.691 9.145 8.615
H 22.487 6.215 7.907
H 22.930 7.507 6.789
H 21.207 7.102 7.292
H 22.058 8.383 10.678

These are the Mulliken partial charges, in e, on atoms 1 to 4:
1 Na 0.953
2 C -1.281
3 C 0.714
4 C -1.399